# C30H32N3O8P2S2SbSc

C30H32N3O8P2S2SbSc as an isolated structure (ωB97M-V with the def2-TZVPD basis set, the Open Molecules 2025 dataset).

Structure (XYZ):
```
79
Properties=species:S:1:pos:R:3:forces:R:3:mulliken_charge:R:1
Sb -3.5970 -0.1508 1.1421 0.108 0.089 -0.246 1.146
Sc 0.2300 0.1657 -0.0114 0.108 -0.666 -0.380 0.139
S -2.1054 -1.6738 0.3610 0.087 0.039 0.061 -0.580
S 0.9631 -2.3977 -0.1987 -0.024 0.137 -0.035 -0.378
P 1.1466 3.0396 -1.0460 -0.238 0.076 -0.103 0.638
P -1.5105 2.2740 -1.7359 0.123 0.062 0.013 0.866
O 2.6769 3.1330 -1.3821 0.128 -0.004 -0.029 -0.595
O 0.5003 -0.3408 1.8629 0.198 0.005 0.294 -0.256
O 0.8818 2.2151 0.1667 0.024 0.088 0.228 -0.221
O 0.6488 4.5151 -1.0147 -0.052 -0.020 0.020 -0.562
O -2.3717 1.9212 -3.0129 -0.006 -0.019 -0.181 -0.595
O -1.4820 1.0881 -0.7874 -0.255 0.123 0.192 0.528
O -1.7792 3.6302 -1.1788 -0.032 0.012 0.004 -1.044
O 0.6562 0.8287 -2.3519 0.002 -0.033 0.066 -0.266
N 0.8080 -1.5546 2.3459 -0.079 0.218 -0.100 0.384
N 6.7754 0.0206 -0.2089 0.076 0.013 -0.016 -0.451
N 2.6175 0.2091 -0.2680 -0.068 -0.102 0.021 0.801
C -4.5377 0.9983 -0.3477 -0.131 0.073 -0.068 0.084
C -5.1838 -1.0613 2.1585 -0.005 -0.050 0.086 0.461
C 4.6990 0.6209 0.8447 -0.074 0.002 -0.018 -0.929
C -2.7295 0.7896 3.8587 -0.048 -0.050 0.046 -0.719
C 3.3126 -0.3196 -1.2830 0.056 0.028 0.024 -0.648
C -4.9731 -2.2689 2.8136 0.076 -0.082 -0.018 -0.542
C -5.6111 1.0700 -2.5028 0.046 -0.017 -0.020 -0.844
C 3.3264 0.6667 0.7715 0.057 0.019 0.002 -0.546
C -2.7171 1.1703 2.5186 0.061 0.042 0.157 0.345
C -1.3596 2.6823 4.4183 0.024 0.041 -0.003 -0.587
C 1.0488 -2.5839 1.4956 0.028 -0.106 0.027 0.856
C -6.0136 -2.8655 3.5099 -0.010 -0.019 0.015 -0.606
C -7.2609 -2.2594 3.5461 -0.020 0.000 0.006 -0.462
C 0.2214 2.2156 -2.3940 0.044 0.095 -0.243 0.697
C 1.1901 -2.8303 4.2894 -0.022 0.048 -0.048 -0.825
C -4.7223 2.3704 -0.2138 0.036 0.029 0.094 0.001
C 1.3810 -3.8110 2.1069 -0.008 0.007 -0.005 -0.961
C -4.9820 0.3500 -1.4963 0.009 -0.103 -0.010 -0.361
C -6.4352 -0.4576 2.1884 -0.051 0.096 0.001 -0.369
C 0.8664 -1.6477 3.6929 -0.037 -0.141 0.031 -0.385
C 1.4530 -3.9356 3.4667 -0.001 0.009 0.027 -0.159
C -1.3513 3.0684 3.0861 0.003 -0.006 0.008 -0.779
C -7.4739 -1.0590 2.8834 -0.013 0.005 -0.005 -0.641
C 4.6840 -0.3963 -1.3183 -0.103 0.016 0.016 -0.952
C 0.4292 2.8326 -3.7648 -0.020 -0.025 0.039 -1.782
C 5.4235 0.0795 -0.2258 -0.012 -0.006 0.005 1.064
C -2.0269 2.3163 2.1348 0.035 0.039 -0.086 0.288
C -5.7785 2.4447 -2.3729 -0.007 0.029 -0.026 -0.622
C -2.0523 1.5448 4.8059 -0.030 -0.037 -0.017 -0.709
C -5.3324 3.0945 -1.2302 0.004 -0.006 0.005 -0.596
H 0.0801 3.8652 -3.7667 0.010 0.018 -0.009 0.403
H 2.7544 1.0952 1.5852 0.000 -0.009 0.002 0.557
H -8.0721 -2.7278 4.0872 -0.008 -0.002 0.001 0.388
H 2.7335 -0.7051 -2.1119 0.004 -0.005 0.005 0.468
H -4.3781 2.8881 0.6735 -0.006 0.007 -0.009 0.461
H -5.9658 0.5610 -3.3894 0.002 -0.008 -0.005 0.405
H 0.6273 -0.7254 4.1999 0.021 -0.017 0.046 0.500
H -5.8525 -3.8073 4.0171 0.002 -0.007 0.005 0.402
H -4.0051 -2.7554 2.7627 0.004 0.012 -0.003 0.369
H -0.3614 4.4814 -0.9942 0.042 0.036 -0.006 0.445
H 1.4812 2.8057 -4.0506 0.006 0.002 0.022 0.450
H -6.2635 3.0070 -3.1603 -0.004 0.001 -0.001 0.384
H 2.9636 3.9690 -1.7720 -0.008 0.026 0.002 0.326
H -6.6114 0.4771 1.6677 0.005 0.000 0.001 0.356
H 5.1765 -0.8324 -2.1765 0.017 -0.006 -0.007 0.334
H 7.2837 -0.3984 -0.9650 -0.009 -0.011 -0.003 0.186
H 1.5755 -4.6500 1.4560 -0.004 0.005 -0.025 0.461
H 1.2340 -2.8961 5.3652 -0.004 0.013 0.014 0.448
H -4.8279 -0.7164 -1.6176 0.001 -0.005 0.009 0.441
H -2.0010 2.6357 1.1011 -0.020 -0.006 0.010 0.314
H -0.8329 3.2731 5.1565 -0.002 0.000 0.000 0.391
H 5.2036 1.0046 1.7208 0.018 0.005 0.009 0.347
H -3.3289 2.0675 -2.9364 -0.037 -0.020 0.055 0.419
H 1.7111 -4.8906 3.9033 0.000 -0.002 0.022 0.405
H -5.4561 4.1639 -1.1283 0.001 0.012 0.005 0.430
H 0.1427 0.3395 -3.0121 0.017 0.004 0.009 0.292
H 7.2985 0.3327 0.5877 -0.017 -0.001 0.012 0.186
H -3.2731 -0.0942 4.1764 0.001 0.005 -0.021 0.412
H -0.8169 3.9577 2.7784 0.006 0.008 0.003 0.444
H -8.4492 -0.5915 2.9029 -0.008 -0.002 0.007 0.403
H -0.1513 2.2897 -4.5119 -0.011 0.001 0.016 0.405
H -2.0728 1.2472 5.8463 -0.004 -0.003 0.002 0.441
```
Positions in Å, forces in eV/Å.

Values from the calculation:
charge = +1
energy relative to the best compared isomer or geometry (same formula, charge and spin) = 17.19 kcal/mol
strongest force on any atom = 0.8 eV Å⁻¹
total energy = -119971.10700 eV